Density functional theory data (ωB97M-V/def2-TZVPD) for a cluster of 6 separate species, C22H52FN6O7PSi in total in a non-equilibrium geometry.

Results
- SMILES = C[C@H](F)[C@@H](OC(=O)[PH2]=N)[Si](C)(C)C.CN(C)C=O.CN(C)C=O.CN(C)C=O.CN(C)C=O.CN(C)C=O
- E_LUMO (eV) = 0.343
- multiplicity = 1
- energy (eV) = -66812.237
- orbital gap (Eh) = 0.3363
- HOMO (eV) = -8.8
- charge = 0

```
90
C22H52FN6O7PSi | the Open Molecules 2025 dataset | ωB97M-V/def2-TZVPD
C -1.01 2.49 -2.80
C 0.01 1.26 -2.80
F -0.72 0.14 -3.39
C 0.43 0.80 -1.29
O 0.20 -0.64 -1.24
C -0.37 -1.05 -0.03
O -0.30 -0.47 1.06
P -1.31 -2.73 -0.09
N -1.78 -3.16 1.40
Si 2.33 1.05 -1.01
C 3.16 -0.67 -1.37
C 3.12 2.38 -2.14
C 2.80 1.49 0.79
H -1.22 2.92 -1.77
H -2.01 2.13 -3.23
H -0.59 3.26 -3.53
H 0.91 1.42 -3.48
H -0.21 1.42 -0.60
H -0.37 -3.66 -0.65
H -2.41 -2.59 -1.01
H -2.80 -3.25 1.32
H 3.10 -1.24 -0.37
H 4.23 -0.56 -1.74
H 2.57 -1.28 -2.13
H 3.86 3.05 -1.59
H 2.34 2.98 -2.72
H 3.72 1.82 -2.94
H 3.91 1.29 1.00
H 2.68 2.63 0.96
H 2.19 0.93 1.57
C -5.53 1.48 0.85
N -4.11 1.70 0.65
C -3.16 0.84 1.32
C -3.65 2.70 -0.15
O -2.47 2.94 -0.37
H -5.76 1.58 1.92
H -5.78 0.47 0.52
H -6.12 2.20 0.29
H -2.51 1.45 1.96
H -2.54 0.34 0.57
H -3.68 0.09 1.92
H -4.45 3.29 -0.61
C 4.56 3.09 -7.31
N 3.59 3.79 -6.49
C 3.54 5.24 -6.54
C 2.72 3.13 -5.68
O 1.88 3.65 -4.97
H 5.56 3.42 -7.03
H 4.38 3.33 -8.36
H 4.48 2.01 -7.17
H 3.72 5.63 -5.54
H 2.54 5.55 -6.87
H 4.29 5.62 -7.23
H 2.84 2.03 -5.72
C -2.52 -3.23 5.72
N -2.40 -4.64 5.39
C -1.90 -5.01 4.08
C -2.74 -5.62 6.27
O -2.66 -6.81 6.06
H -3.21 -2.76 5.01
H -1.54 -2.76 5.65
H -2.91 -3.10 6.73
H -2.66 -5.61 3.57
H -1.00 -5.61 4.20
H -1.68 -4.12 3.49
H -3.10 -5.23 7.24
C -7.27 -6.89 7.39
N -6.55 -8.14 7.33
C -5.14 -8.13 6.97
C -7.15 -9.33 7.61
O -6.60 -10.42 7.58
H -7.24 -6.41 6.41
H -6.79 -6.23 8.13
H -8.31 -7.04 7.68
H -5.00 -8.74 6.07
H -4.56 -8.56 7.78
H -4.81 -7.11 6.78
H -8.22 -9.23 7.88
C 6.30 7.22 -3.85
N 7.02 5.96 -3.89
C 8.42 5.96 -4.27
C 6.42 4.77 -3.60
O 6.96 3.69 -3.61
H 6.33 7.68 -4.84
H 6.79 7.88 -3.13
H 5.26 7.07 -3.56
H 8.56 5.34 -5.15
H 9.01 5.54 -3.45
H 8.76 6.98 -4.48
H 5.35 4.88 -3.33
```

Löwdin population analysis, charges in e, atoms 1 to 2: -0.033 -0.246